[1]
Computed, not measured: a cluster of 5 separate species, C26H67N5O8 in total in a non-equilibrium geometry, with wB97M-V/def2-TZVPD.

```
106
Properties=species:S:1:pos:R:3:forces:R:3
C -0.8622 1.3697 1.3694 -0.711 -0.062 1.034
O -0.9077 1.6223 -0.0036 -0.466 -0.407 -0.114
C -0.0803 0.7550 -0.7444 0.759 -0.166 -0.230
C -0.4945 0.7588 -2.2075 0.420 1.806 -0.235
C 0.5076 -0.0218 -3.0394 -0.083 -1.275 0.586
N -0.4183 2.1852 -2.6853 -0.282 -1.219 0.132
H -1.6217 1.9655 1.8857 0.264 0.556 -0.342
H 0.1203 1.5630 1.8082 0.039 -0.087 -0.049
H -1.2125 0.3654 1.6497 0.463 -0.230 -0.437
H 0.9504 1.1520 -0.6949 -0.002 -0.121 -0.078
H -0.0133 -0.2693 -0.3496 -0.480 0.103 0.214
H -1.5322 0.4454 -2.3336 0.052 -0.352 0.112
H 1.4325 0.5423 -3.1489 -0.044 0.062 -0.293
H 0.1208 -0.3847 -3.9905 0.018 0.500 -0.166
H 0.7839 -0.9536 -2.5232 -0.027 0.151 0.084
H 0.5769 2.3537 -2.8232 -0.230 0.523 -0.144
H -0.7866 2.7771 -1.9489 0.122 0.109 0.002
C -1.3320 -0.8570 -7.0470 -0.457 -1.137 -0.164
O -1.8061 0.4469 -7.1170 -0.033 0.336 0.192
C -1.8561 1.0326 -5.8307 0.222 0.064 0.045
C -2.4018 2.4449 -5.9027 -0.777 0.431 0.625
C -1.3931 3.3533 -6.5319 0.858 0.034 -1.234
N -2.7731 2.9322 -4.5679 0.045 -0.366 0.540
H -0.3175 -0.9529 -6.6456 0.066 0.215 0.021
H -1.3720 -1.3164 -8.0363 0.198 0.297 -0.105
H -2.0059 -1.4832 -6.4394 0.165 0.113 0.198
H -2.4441 0.4387 -5.1155 -0.235 -0.159 -0.297
H -0.8437 1.0716 -5.3968 -0.032 0.063 -0.072
H -3.3110 2.4889 -6.5083 0.009 -0.323 -0.068
H -1.2735 3.0341 -7.5756 0.213 -0.098 0.120
H -0.4167 3.2361 -6.0523 -0.074 0.148 0.117
H -1.6356 4.4112 -6.6160 -0.343 -0.021 0.520
H -2.0426 2.6530 -3.9054 0.269 0.397 -0.217
H -3.5767 2.4176 -4.2133 -0.176 0.108 -0.337
C -3.2434 0.6424 4.1464 -0.253 0.065 0.180
O -2.5808 -0.5856 4.3652 -0.057 0.023 -0.319
C -2.0239 -0.6949 5.6429 0.064 -0.488 1.184
C -0.7868 0.1481 5.8927 -0.183 0.148 0.332
N 0.2787 -0.1310 4.9504 -0.330 0.323 -0.699
C 1.2572 0.9610 4.8522 -0.453 -0.246 0.401
C 2.4652 0.5333 4.0696 0.515 -0.297 -0.349
O 2.2457 0.8305 2.7035 -0.288 0.361 -0.115
C 3.3254 0.5116 1.8585 -0.105 -0.143 0.324
H -4.0961 0.7632 4.8276 0.083 -0.080 0.051
H -3.6346 0.6362 3.1317 0.139 -0.008 -0.062
H -2.5803 1.5006 4.2899 0.026 0.002 -0.130
H -1.7909 -1.7430 5.8587 0.154 -0.049 -0.651
H -2.7581 -0.4771 6.4360 -0.104 0.381 -0.254
H -0.4595 -0.1205 6.9031 0.064 0.223 0.014
H -1.0737 1.2127 5.9040 0.097 -0.002 0.049
H -0.1782 -0.1669 4.0392 0.158 -0.371 0.010
H 1.5288 1.2489 5.8698 0.139 -0.009 -0.036
H 0.8252 1.8413 4.3550 0.079 0.103 0.146
H 2.6105 -0.5507 4.1587 0.046 0.042 0.264
H 3.3740 1.0376 4.4249 -0.025 0.063 -0.061
H 3.4987 -0.5712 1.8594 0.096 0.031 -0.118
H 4.2403 1.0199 2.1860 0.020 -0.009 -0.065
H 3.0509 0.8484 0.8616 0.081 -0.058 -0.071
C 5.0059 1.3628 -5.5587 -0.143 0.194 -0.306
O 3.6793 1.0932 -5.1764 -0.423 -0.445 0.292
C 2.7099 1.8086 -5.9203 0.690 0.972 -0.056
C 2.5170 3.2160 -5.3794 0.163 -0.127 0.077
N 2.1593 3.2244 -3.9510 0.153 0.432 -1.010
C 1.8622 4.6111 -3.6047 0.866 0.623 0.232
C 1.7963 4.8249 -2.1060 -0.768 -0.363 -0.028
O 2.9352 4.2411 -1.5202 -0.013 -0.108 0.056
C 3.0037 4.4146 -0.1117 0.532 0.170 -0.653
H 5.2083 2.4401 -5.5425 0.197 -0.068 0.185
H 5.2147 1.0169 -6.5805 -0.091 -0.083 0.054
H 5.6487 0.8275 -4.8667 0.105 0.111 0.050
H 1.7478 1.3021 -5.8929 0.155 -0.391 -0.029
H 3.0997 1.9366 -6.9391 -0.455 -0.326 -0.201
H 1.7656 3.7125 -5.9998 -0.189 -0.047 0.242
H 3.4342 3.8110 -5.5140 0.016 -0.064 -0.146
H 3.0223 2.9407 -3.4968 -0.213 0.058 0.436
H 0.9576 4.9494 -4.1128 -0.282 -0.268 0.263
H 2.6386 5.3077 -3.9808 0.087 -0.271 -0.029
H 0.8977 4.3236 -1.7149 0.069 0.154 0.116
H 1.7165 5.8941 -1.8727 0.074 -0.002 -0.036
H 3.5219 5.3594 0.0828 -0.180 0.036 0.293
H 3.6237 3.5991 0.2544 -0.107 -0.012 0.235
H 2.0194 4.4113 0.3583 -0.043 -0.101 0.017
C -3.6790 -8.2404 7.2307 -0.173 -0.438 0.507
O -3.1765 -6.9603 6.9755 -0.097 0.072 -0.577
C -2.0044 -6.9950 6.1638 -0.125 -0.103 0.757
C -1.8327 -5.6515 5.4923 -0.636 0.517 0.228
N -0.5727 -5.5507 4.8099 0.452 -0.134 -0.175
C -0.5804 -5.5669 3.3492 -0.245 -0.101 1.056
C -1.1762 -4.3255 2.7142 0.348 -0.209 -0.407
O -0.1596 -3.3580 2.6402 0.445 0.130 0.423
C -0.5818 -2.1465 2.0778 -0.616 -0.189 -0.332
H -2.9644 -8.8623 7.7904 0.087 0.049 -0.172
H -3.9719 -8.7767 6.3201 0.113 0.092 -0.074
H -4.5623 -8.1570 7.8654 -0.002 0.204 -0.086
H -2.0638 -7.8002 5.4222 -0.022 0.022 -0.027
H -1.1634 -7.2016 6.8368 0.207 -0.016 -0.287
H -1.9426 -4.8617 6.2439 0.183 -0.152 0.143
H -2.7015 -5.4719 4.8421 0.167 -0.158 -0.182
H 0.0240 -4.8276 5.1786 -0.069 0.106 -0.085
H -1.1473 -6.4539 3.0574 0.096 0.013 -0.210
H 0.4641 -5.6831 3.0629 -0.102 -0.015 -0.462
H -2.0087 -3.9451 3.3182 -0.164 -0.070 -0.162
H -1.5110 -4.5744 1.6940 -0.219 0.165 0.092
H -0.9936 -2.3498 1.0755 0.285 0.283 -0.110
H 0.2640 -1.4640 2.0439 0.085 -0.058 -0.133
H -1.3999 -1.6767 2.6366 0.106 -0.086 0.237
```
Positions in Å, forces in eV/Å.

Output
Energy relative to the best compared isomer or geometry (same formula, charge and spin) = 0.0000 eV
Frontier orbital gap = 9.29 eV
E_tot = -1906.3314 Eh
HOMO energy = -8.6 eV

These are the Mulliken partial charges, in e, on atoms 1 to 99: -0.39, -0.45, -0.21, 0.55, -1.31, -0.15, 0.31, 0.27, 0.09, -0.07, 0.02, 0.30, 0.38, 0.10, 0.47, -0.43, 0.36, -0.70, -0.43, 0.44, 0.33, -1.08, -0.76, 0.23, 0.29, 0.31, 0.46, -0.56, 0.39, 0.35, -0.21, 0.45, 0.23, 0.34, -0.78, -0.22, -0.47, -0.66, -0.15, -0.58, -1.03, 0.09, -0.79, 0.30, 0.26, 0.31, 0.03, 0.44, 0.41, 0.35, 0.03, 0.54, 0.30, 0.39, 0.49, 0.31, 0.32, 0.15, -0.71, -0.37, -0.18, -1.15, 0.31, -0.99, -0.24, -0.34, -0.78, 0.30, 0.29, 0.26, -0.13, 0.51, 0.52, 0.36, 0.17, 0.34, 0.53, 0.13, 0.41, 0.32, 0.19, 0.34, -0.72, -0.31, -0.58, -0.42, -0.26, -0.86, -0.27, -0.33, -0.33, 0.29, 0.30, 0.25, 0.34, 0.29, 0.26, 0.22, 0.28

[2]
Computed, not measured: a cluster of 6 separate species, C26H68N6O10 in total in a non-equilibrium geometry, with wB97M-V/def2-TZVPD.

```
110
Properties=species:S:1:pos:R:3:forces:R:3
C -23.6227 -9.8383 26.5145 0.123 -0.833 0.724
O -23.8031 -10.6350 27.6816 -0.102 -0.224 -0.571
C -23.0630 -10.2228 28.7953 -0.115 -0.140 1.056
C -23.2284 -11.3085 29.8622 -0.356 -0.052 -0.818
N -22.4690 -12.5083 29.5200 0.062 0.964 0.981
C -22.3826 -13.4589 30.6137 1.163 -1.234 -0.857
C -23.5699 -14.3851 30.8029 -0.748 0.424 -0.156
O -23.5584 -15.0772 32.0336 0.300 0.156 -0.240
C -22.4299 -15.9045 32.1684 0.503 -0.916 0.873
H -24.1638 -10.3451 25.7198 -0.104 0.141 -0.057
H -22.5574 -9.8586 26.2711 0.002 0.499 -0.192
H -24.0273 -8.8402 26.6873 0.216 0.190 -0.203
H -23.4597 -9.2786 29.1912 -0.002 0.101 -0.055
H -21.9938 -10.0842 28.5988 0.000 -0.059 -0.327
H -24.3058 -11.5077 29.9303 -0.099 0.070 0.107
H -22.9143 -10.9509 30.8417 0.237 0.065 -0.042
H -22.7571 -12.9142 28.6426 -0.183 -0.099 0.037
H -22.1000 -13.0229 31.5736 -0.250 0.516 -0.157
H -21.5181 -14.0853 30.3437 -0.054 -0.080 0.290
H -23.6508 -15.0932 29.9661 0.182 -0.070 0.009
H -24.4905 -13.7938 30.7677 -0.009 -0.084 0.248
H -21.5928 -15.4959 32.7499 -0.153 0.679 -0.188
H -21.9967 -16.2789 31.2378 -0.365 0.023 -0.224
H -22.7143 -16.7654 32.7803 -0.248 -0.126 -0.249
C -22.1795 -25.1619 23.6861 0.597 -0.331 0.816
O -22.3107 -24.1495 24.6682 -0.203 -0.047 -0.467
C -23.5156 -23.4355 24.5133 -0.033 0.952 0.868
C -23.5939 -22.3379 25.5722 -0.153 -0.610 0.085
N -22.4324 -21.4598 25.5427 -0.604 0.842 0.354
C -22.6249 -20.2553 26.3764 1.590 0.026 -0.412
C -22.2538 -20.4747 27.8477 -3.105 -0.470 -0.431
O -23.3073 -21.2214 28.4655 0.142 -0.736 -0.665
C -22.9571 -21.7985 29.6898 -0.973 -0.753 0.825
H -22.0878 -24.7949 22.6604 -0.377 0.230 0.032
H -22.9934 -25.8827 23.8120 -0.050 -0.012 -0.389
H -21.2397 -25.6717 23.9135 -0.110 -0.045 -0.024
H -24.4055 -24.0511 24.6976 0.119 -0.340 -0.405
H -23.5658 -22.9454 23.5354 0.015 -0.253 -0.179
H -23.7729 -22.7644 26.5669 0.181 -0.224 -0.042
H -24.5247 -21.7993 25.3660 0.256 0.365 -0.147
H -21.6347 -21.9345 25.9462 0.024 -0.366 -0.351
H -23.5710 -19.7735 26.1358 -0.387 -0.329 0.636
H -21.9028 -19.5005 26.0339 0.149 -0.067 -0.144
H -22.2574 -19.5193 28.3877 -0.235 -1.437 -0.642
H -21.3074 -21.0135 27.9361 0.219 0.129 -0.117
H -22.0941 -22.4746 29.6148 0.044 -0.140 -0.208
H -23.8012 -22.3769 30.0588 -0.194 -0.139 -0.240
H -22.6665 -21.0546 30.4459 -2.098 -1.820 -1.448
C -18.5266 -15.4241 28.7615 -0.601 0.969 0.341
O -18.8384 -16.7775 28.9102 0.324 -0.299 0.167
C -20.1421 -17.0923 28.4917 -0.250 -0.253 -1.149
C -20.4729 -18.5485 28.7966 1.330 1.679 -0.109
N -20.8644 -18.6688 30.1981 -0.364 0.044 -1.079
C -21.1876 -20.0344 30.6017 2.904 1.132 0.344
C -22.0438 -20.0344 31.8508 0.279 -0.014 0.306
O -21.1728 -19.9589 32.9643 -0.042 0.235 0.060
C -21.8862 -19.9871 34.1722 -0.205 -0.423 0.604
H -17.4981 -15.2354 29.0505 0.128 -0.242 -0.058
H -19.1691 -14.8065 29.4061 0.048 -0.071 0.214
H -18.7171 -15.0056 27.7667 0.204 -0.460 -0.308
H -20.2106 -17.0133 27.3933 0.169 0.281 0.017
H -20.8638 -16.3687 28.8891 -0.118 -0.187 0.303
H -19.5525 -19.0837 28.5099 0.042 -0.274 0.294
H -21.2184 -18.8897 28.0772 1.289 1.374 0.617
H -20.0911 -18.2684 30.7154 -0.161 -0.197 0.397
H -20.2398 -20.5269 30.8741 -0.125 -0.293 0.225
H -21.5267 -20.6166 29.7450 0.976 1.458 0.980
H -22.6512 -20.9495 31.8850 0.201 0.144 0.872
H -22.7326 -19.1852 31.8429 -0.064 0.117 -0.078
H -22.5891 -20.8296 34.1636 -0.145 0.102 0.040
H -22.4303 -19.0668 34.4130 -0.068 0.087 -0.398
H -21.2152 -20.1615 35.0146 0.293 0.019 -0.278
C -26.4242 -20.1520 32.3811 -0.394 0.281 0.421
O -27.6861 -20.5006 31.8469 -0.433 0.259 -0.349
C -27.6444 -21.6651 31.0443 0.886 -0.974 0.369
C -26.7473 -21.5964 29.8074 -1.500 1.051 -0.073
N -27.3948 -20.7458 28.7983 0.240 -0.961 0.140
C -26.4927 -20.4091 27.7032 0.114 0.574 0.049
C -27.2265 -19.5776 26.6962 0.089 0.437 -1.354
O -28.1311 -20.3572 25.9220 0.049 -0.205 0.118
C -28.6489 -19.6396 24.8344 -0.066 0.184 0.195
H -25.8395 -19.5652 31.6718 0.201 -0.214 -0.045
H -25.9144 -21.0485 32.7466 0.248 -0.011 -0.256
H -26.6034 -19.5230 33.2533 -0.100 0.084 -0.074
H -28.6534 -21.9596 30.7531 -0.097 0.386 0.009
H -27.2670 -22.4646 31.7036 -0.014 -0.115 -0.191
H -26.7312 -22.6067 29.3977 0.663 -0.053 0.061
H -25.7793 -21.1614 30.0797 0.321 -0.609 -0.046
H -27.7165 -19.8994 29.2501 0.169 0.055 -0.147
H -26.0364 -21.2644 27.2057 -0.436 -0.453 0.164
H -25.6688 -19.7721 28.0568 -0.418 -0.926 -0.374
H -26.5389 -19.1145 25.9686 0.389 -0.190 0.236
H -27.7182 -18.6892 27.1203 -0.270 -0.287 0.395
H -29.3931 -18.9148 25.1854 -0.073 0.093 -0.141
H -29.1154 -20.3276 24.1328 -0.080 -0.121 0.121
H -27.8681 -19.0906 24.2938 0.084 0.002 0.029
N -29.4689 -18.7349 30.1978 0.697 0.438 0.204
C -28.6178 -17.7102 29.8682 -0.431 -0.561 0.166
N -29.1074 -16.8202 28.9679 0.206 -0.011 0.200
O -27.4712 -17.6367 30.3109 -0.156 -0.046 -0.054
H -30.4435 -18.7171 29.9781 -0.130 0.003 -0.073
H -29.1186 -19.3889 30.8862 -0.001 0.052 0.078
H -30.0445 -16.9125 28.6322 -0.080 0.271 -0.175
H -28.5542 -15.9983 28.8071 -0.148 0.045 -0.168
C -24.2034 -18.3133 29.1733 0.476 0.677 0.264
O -25.4254 -18.0932 28.5084 0.126 0.964 0.541
H -23.6380 -19.1489 28.7535 -1.084 0.426 0.140
H -23.5838 -17.4150 29.0833 0.166 -0.002 0.096
H -24.3101 -18.5118 30.2435 -0.207 0.018 0.025
H -26.1216 -17.9363 29.1762 0.131 0.171 -0.115
```
Positions in Å, forces in eV/Å.

Output
Energy relative to the best compared isomer or geometry (same formula, charge and spin) = 1.0484 eV
Frontier orbital gap = 8.57 eV
E_tot = -2112.0521 Eh
HOMO energy = -8.0 eV

These are the Mulliken partial charges, in e, on atoms 1 to 99: -0.74, -0.29, -0.67, -0.49, -0.23, -0.05, -0.07, -0.47, -0.17, 0.23, 0.32, 0.28, 0.40, 0.38, 0.24, 0.41, 0.25, 0.36, -0.37, 0.05, 0.36, 0.37, 0.03, -0.05, -0.79, -0.28, -0.80, 0.03, -0.34, -0.77, 0.21, 0.26, -0.82, 0.31, 0.32, 0.24, 0.37, 0.36, 0.18, 0.18, 0.35, 0.07, 0.41, -1.06, 0.58, 0.34, 0.49, -0.20, -0.71, -0.35, -0.87, 0.23, 0.07, -0.03, -0.52, -0.47, -0.74, 0.31, 0.18, 0.32, 0.50, 0.04, 0.34, 0.49, 0.42, 0.35, -0.44, 0.82, 0.11, 0.33, 0.23, 0.30, -0.48, -0.41, -1.08, 0.66, -0.26, 0.44, -0.83, -0.39, -0.76, -0.01, 0.32, 0.40, 0.35, 0.48, 0.42, -0.61, 0.26, 0.57, -0.64, 0.48, 0.28, 0.25, 0.27, 0.31, -0.35, 0.55, -0.35

- What is the energy relative to the best compared isomer or geometry (same formula, charge and spin) in the second record?
  1.0484 eV

- Among the records above, which one has the highest frontier orbital gap?
  C26H67N5O8

- E_tot of number 1 (C26H67N5O8)?
  -1906.3314 Eh

- E_tot of number 1 (C26H67N5O8)?
  -1906.3314 Eh